This record from the Open Molecules 2025 dataset describes an isolated molecule of C3H4N2O3 at a distorted geometry. The level of theory is ωB97M-V/def2-TZVPD.

Output
DFT total energy   -12296.365 eV
Relative energy (zero: lowest compared OMol25 entry of this formula, charge and spin)   2.6299 eV
HOMO   -9.9 eV
Gap between HOMO and LUMO   9.2 eV
SMILES   O=CC(=O)N/C=N\O

```
12
C3H4N2O3 | the Open Molecules 2025 dataset | ωB97M-V/def2-TZVPD
O 2.141 1.379 0.191
O -1.187 -1.947 -0.325
O -2.092 1.412 -0.445
N -0.018 -0.104 0.170
N 2.287 -0.080 0.257
C -1.124 -0.745 -0.140
C 1.180 -0.728 0.292
C -2.235 0.242 -0.316
H 3.069 1.662 0.143
H -3.193 -0.259 -0.362
H 1.133 -1.748 0.413
H 0.040 0.915 0.122
```